9
Properties=species:S:1:pos:R:3:nbo_charge:R:1 method="wB97M-V/def2-TZVPD" e_tot_ev=-76280.86919 de_lowest_kj_mol=389.1 lumo_energy_ev="0.3225 / -0.2882" orbital_gap_ev="7.95 / 7.33" charge=0
C -0.49169 -1.55795 1.82242 -0.20
C -0.18797 -0.33955 1.80644 -0.13
C 0.15075 0.99543 -0.79263 -0.05
C 0.18818 1.00624 1.65533 0.04
O 0.21694 1.44860 0.39046 -0.36
Br 0.01343 2.27829 2.99423 0.11
H -0.78751 -2.57613 1.85626 0.24
H -0.00881 -0.06174 -0.81047 0.17
H 0.26281 1.70855 -1.59797 0.19


15
Properties=species:S:1:pos:R:3:lowdin_spin:R:1 method="wB97M-V/def2-TZVPD" e_tot_ev=-16127.61349 multiplicity=3 de_lowest_kj_mol=35.2 lumo_energy_ev="0.6538 / -1.2614" orbital_gap_ev="5.41 / 8.13" charge=0
C 0.32883 0.42693 0.73779 0.11
C 1.30583 0.50948 -0.40558 0.67
C 0.15920 -0.94384 0.14292 0.61
C -0.80833 1.42448 0.76650 0.03
C -0.75664 -1.40338 -0.93553 0.09
F 0.84444 -1.92499 0.77163 0.12
I 3.37186 0.28539 -0.15333 0.27
H 0.82027 0.35602 1.71065 0.01
H 0.95839 0.83852 -1.36851 0.03
H -1.25077 1.55521 -0.21654 0.00
H -0.42477 2.38479 1.10488 0.00
H -1.57985 1.08979 1.45454 0.00
H -1.38738 -2.20598 -0.54916 0.03
H -0.19872 -1.80859 -1.78428 0.03
H -1.38235 -0.58382 -1.27596 0.00


40
Properties=species:S:1:pos:R:3:nbo_charge:R:1 method="wB97M-V/def2-TZVPD" e_tot_ev=-30537.65695 smiles="N[C@@H](Cc1c[nH]c2ccccc12)C(=O)N[C@@H](CC(=O)O)C(=O)O" de_lowest_kj_mol=331.3 lumo_energy_ev=0.2752 orbital_gap_ev=8.49 charge=0
N -3.85347 -0.79582 0.12710 -0.81
C -2.34170 -0.75402 0.32882 -0.19
C -1.53977 -2.06008 0.23786 -0.44
C -0.10916 -1.81686 0.06976 -0.09
C 0.73315 -1.75429 1.14066 -0.04
N 2.02780 -1.57335 0.70021 -0.54
C 1.99761 -1.32759 -0.64720 0.18
C 2.98815 -1.00815 -1.57835 -0.25
C 2.64018 -0.90315 -2.91289 -0.22
C 1.30772 -1.24730 -3.30554 -0.23
C 0.33655 -1.53803 -2.45601 -0.17
C 0.68056 -1.45522 -1.05722 -0.13
C -1.88742 0.27035 -0.63466 0.71
O -2.32184 0.16896 -1.83433 -0.63
N -1.14757 1.36407 -0.26865 -0.63
C -0.34901 1.45960 0.93832 -0.18
C 0.69413 2.55478 0.74128 -0.54
C 1.55348 2.58937 2.00800 0.80
O 1.18610 2.35433 3.17433 -0.56
O 2.85178 2.72381 1.58413 -0.68
C -1.29891 1.63344 2.11832 0.79
O -1.39181 0.96285 3.14777 -0.55
O -2.21790 2.65257 1.91622 -0.67
H -4.19989 -1.65838 0.53687 0.36
H -3.95755 -0.77937 -0.87845 0.38
H -2.38831 -0.45154 1.40673 0.24
H -1.75337 -2.89285 0.97651 0.24
H -1.82491 -2.57029 -0.68194 0.23
H 0.48945 -1.54036 2.15866 0.23
H 2.84176 -1.78541 1.13333 0.40
H 3.98596 -0.75212 -1.17324 0.21
H 3.46848 -0.85392 -3.58445 0.22
H 1.09748 -1.18064 -4.34938 0.21
H -0.60321 -1.69611 -2.82797 0.23
H -0.77506 1.76960 -1.05319 0.40
H 0.02552 0.38102 1.17618 0.26
H 1.30866 2.25250 -0.12099 0.25
H 0.43160 3.45506 0.27875 0.25
H 3.41086 2.83940 2.40446 0.50
H -2.09611 2.96315 1.06017 0.47


56
Properties=species:S:1:pos:R:3:lowdin_spin:R:1 method="wB97M-V/def2-TZVPD" e_tot_ev=-86998.26678 multiplicity=3 lumo_energy_ev="-1.1482 / -3.2537" orbital_gap_ev="9.94 / 7.84" charge=0
Pt -1.25112 -0.84653 -1.55441 1.67
B -2.34234 -1.58484 -4.07945 0.00
F -1.72328 -0.72290 -4.97765 0.00
F -1.41835 -2.14518 -3.26766 0.06
F -3.06346 -0.92512 -3.16668 0.04
F -3.02387 -2.59363 -4.64199 0.00
B 0.43102 0.97761 -1.92307 0.01
F 1.63904 0.40425 -1.66723 0.00
F -0.21336 1.04451 -0.75030 0.04
F 0.64615 2.24639 -2.37077 0.00
F -0.12837 0.18551 -2.82452 0.09
O -1.53795 -0.90235 2.97913 0.00
S -0.46836 -1.25951 2.04285 0.00
O -0.64410 -1.13155 0.57919 0.03
O 0.90370 -0.38595 2.33488 0.00
C 1.09307 0.28014 3.62513 0.00
C 2.41237 0.88800 3.47804 0.00
C 0.20666 -2.89683 2.56430 0.00
H 1.12292 -0.46246 4.42248 0.00
H 0.32542 1.02967 3.81752 0.00
H 2.42290 1.58978 2.64408 0.00
H 3.30921 0.26851 3.48049 0.00
H 2.53016 1.61492 4.28166 0.00
H 0.18610 -2.94684 3.65297 0.00
H 1.16719 -2.98041 2.05588 0.00
H -0.47859 -3.69278 2.27275 0.00
O 0.79745 -2.25521 -1.43912 0.03
S 1.79115 -3.20460 -2.02446 0.00
O 1.66687 -4.59824 -1.86341 0.00
O 1.91173 -2.97111 -3.61543 0.00
C 2.01603 -1.58464 -4.08845 0.00
C 2.69260 -1.71221 -5.37967 0.00
C 3.58603 -2.74418 -1.40029 0.00
H 2.53851 -0.91469 -3.40561 0.00
H 1.00910 -1.20745 -4.26710 0.00
H 2.72066 -0.76990 -5.92683 0.00
H 2.26554 -2.32798 -6.17122 0.00
H 3.72015 -2.07577 -5.37126 0.00
H 4.25383 -3.37347 -1.98864 0.00
H 3.55840 -2.98452 -0.33747 0.00
H 3.55543 -1.65837 -1.49069 0.00
O -1.32828 3.87259 4.91005 0.00
S -2.47606 3.58856 3.97020 0.00
O -3.66626 4.49086 4.05807 0.00
O -1.92782 3.80807 2.42993 0.00
C -2.83295 4.14267 1.40435 0.00
C -2.25006 3.57080 0.15475 0.00
C -3.05703 1.92447 4.07647 0.00
H -2.90340 5.22530 1.29923 0.00
H -3.80407 3.73553 1.68590 0.00
H -2.86882 3.68954 -0.73471 0.00
H -2.33177 2.50582 0.37214 0.00
H -1.20484 3.76366 -0.08695 0.00
H -3.78466 1.83577 3.26978 0.00
H -3.47890 1.97930 5.08003 0.00
H -2.27129 1.19698 3.87278 0.00


12
Properties=species:S:1:pos:R:3:nbo_charge:R:1 method="wB97M-V/def2-TZVPD" e_tot_ev=-24357.45977 smiles="C/C=P/O.S" de_lowest_kj_mol=251.8 lumo_energy_ev=0.6420 orbital_gap_ev=9.16 charge=0
C -0.13418 -1.27192 -0.01341 -0.66
C -0.81864 -0.00365 0.00564 -0.69
P -2.50649 0.07237 0.38227 1.00
O -2.97536 1.62217 0.20437 -1.02
H 0.57557 -1.41700 -0.90915 0.21
H 0.48474 -1.48336 0.79950 0.21
H -0.96749 -2.08115 -0.01571 0.21
H -0.25293 0.99592 -0.21306 0.22
H -2.32456 2.44397 0.10393 0.51
S 3.35704 0.92291 0.12650 -0.31
H 2.43110 0.63122 -0.90746 0.15
H 3.13119 -0.43147 0.43658 0.16


181
Properties=species:S:1:pos:R:3:lowdin_spin:R:1 method="wB97M-V/def2-TZVPD" e_tot_ev=-87504.60079 multiplicity=2 de_lowest_kj_mol=153.7 lumo_energy_ev="2.0923 / 2.0728" orbital_gap_ev="1.51 / 8.65" charge=-1
C 0.69708 5.51030 -2.44126 0.02
C 1.31162 6.87426 -2.43502 0.01
C 0.33861 8.15435 -2.51477 0.00
O 0.85399 9.52581 -2.25094 0.00
C 0.26651 10.47895 -3.21606 0.01
N 1.97570 7.08091 -1.14912 0.00
H 0.21528 5.34645 -3.40516 0.01
H 0.00132 5.35815 -1.61611 0.00
H 1.38269 4.66714 -2.52581 0.01
H 2.08776 7.02457 -3.18543 0.00
H -0.43821 8.12524 -1.75069 0.00
H -0.26765 8.02770 -3.41172 0.00
H 0.66816 11.49210 -3.19872 0.00
H -0.74810 10.62970 -2.84737 0.00
H 0.21777 10.02636 -4.20647 0.00
H 2.54640 6.28105 -0.91542 0.00
H 2.50826 7.90757 -0.91866 0.00
C 1.16280 -3.80093 -3.54905 0.01
C 0.45441 -2.54738 -4.10150 0.01
C 1.37113 -1.83940 -5.14660 0.02
O 0.80537 -0.68017 -5.77675 0.02
C 0.42566 0.40600 -4.91463 0.06
N -0.72121 -3.01951 -4.82629 0.01
H 1.32212 -4.56692 -4.30799 0.00
H 0.57313 -4.34621 -2.81213 0.00
H 2.16553 -3.57570 -3.18585 0.00
H 0.29134 -1.80465 -3.32057 0.00
H 1.42057 -2.60191 -5.92391 0.00
H 2.38235 -1.69907 -4.76468 0.01
H -0.22704 0.14673 -4.08105 0.02
H -0.11208 1.16830 -5.47839 0.01
H 1.38173 0.78436 -4.55283 0.01
H -0.41723 -3.51738 -5.65080 0.00
H -1.21350 -2.25871 -5.27233 0.02
C -0.62605 1.65179 3.92360 0.02
C 0.26212 2.70724 3.11525 0.00
C 0.35555 4.09847 3.82653 0.00
O 0.80272 5.14451 3.01814 0.00
C 0.10883 5.46349 1.86532 0.01
N 1.53248 2.22933 2.67080 0.00
H -1.52537 2.18890 4.22500 0.01
H -0.11627 1.41676 4.85793 0.00
H -0.86718 0.83133 3.24773 0.00
H -0.23506 2.90646 2.16594 0.00
H 1.06453 4.04039 4.65241 0.00
H -0.60622 4.36827 4.26277 0.00
H -0.91383 5.80935 2.01590 0.00
H 0.11925 4.69705 1.09034 0.00
H 0.74158 6.30655 1.58788 0.00
H 2.02410 2.94591 2.15610 0.00
H 1.36478 1.61484 1.88697 0.00
C -7.36146 -5.22761 -4.17153 0.00
C -6.06768 -4.52700 -4.53832 0.01
C -5.13812 -4.01897 -3.27967 0.03
O -4.80531 -5.19168 -2.48813 0.00
C -3.87826 -4.84170 -1.49586 0.01
N -5.34522 -5.37369 -5.40157 0.00
H -8.17020 -5.06086 -4.88303 0.00
H -7.73967 -4.87813 -3.21085 0.00
H -7.14356 -6.28524 -4.02301 0.00
H -6.22618 -3.70687 -5.23858 0.01
H -5.60272 -3.34537 -2.55959 0.01
H -4.28672 -3.54443 -3.76753 0.01
H -3.30875 -5.70551 -1.15293 0.00
H -4.35129 -4.66546 -0.52980 0.00
H -3.21955 -3.98381 -1.63091 0.01
H -4.88429 -6.04890 -4.80850 0.00
H -4.61568 -4.73581 -5.68612 0.00
C 5.55609 1.65785 3.71679 0.00
C 4.71021 2.22849 4.80575 0.00
C 4.34431 3.70335 4.66459 0.00
O 5.46715 4.39791 5.01696 0.00
C 5.36118 5.74990 4.84036 0.00
N 3.59367 1.40083 4.81747 0.00
H 6.06856 0.74137 4.00923 0.00
H 6.44805 2.26594 3.56603 0.00
H 5.18297 1.41944 2.72078 0.00
H 5.29216 2.02883 5.70551 0.00
H 3.52009 3.92840 5.34142 0.00
H 3.79504 3.80126 3.72820 0.00
H 6.09433 6.23799 5.48252 0.00
H 4.35654 6.13533 5.01427 0.00
H 5.59769 5.93137 3.79192 0.00
H 3.03432 1.58270 3.99640 0.00
H 3.05018 1.87653 5.52348 0.00
C -3.29801 -4.20568 4.07636 0.01
O -3.07005 -4.80373 2.84356 0.01
C -3.37129 -6.12086 2.62501 0.00
C -2.57294 -7.00621 3.59881 0.00
N -2.80279 -8.43097 3.31265 0.00
C -2.11746 -9.42845 4.12153 0.00
C -0.82377 -9.85709 3.33270 0.00
O -1.18357 -10.10214 2.00059 0.00
C -1.83387 -11.27114 1.69677 0.00
H -3.01442 -4.73068 4.98853 0.00
H -4.27433 -3.86768 4.42372 0.00
H -2.59754 -3.37374 4.14929 0.00
H -3.15949 -6.40473 1.59416 0.00
H -4.45821 -6.19507 2.65962 0.00
H -3.00877 -6.81532 4.57947 0.00
H -1.50792 -6.77889 3.55232 0.00
H -2.45285 -8.74115 2.41742 0.00
H -2.82736 -10.24250 3.97502 0.00
H -1.97945 -9.27079 5.19121 0.00
H -0.22295 -10.65949 3.76081 0.00
H -0.15283 -8.99968 3.27966 0.00
H -1.72672 -11.46735 0.62994 0.00
H -2.86074 -11.10335 2.02158 0.00
H -1.44511 -12.17581 2.16423 0.00
C -3.28862 8.42869 -5.71839 0.01
O -3.78371 7.15319 -5.40434 0.00
C -3.12405 6.26164 -6.14231 0.01
C -3.39036 4.85419 -5.71237 0.02
N -2.72251 4.24124 -4.54136 0.01
C -3.19241 4.78275 -3.26161 0.01
C -2.84922 3.86763 -2.07425 0.02
O -3.39469 2.50820 -2.26287 0.03
C -3.45223 1.64932 -1.14535 0.08
H -2.23421 8.56754 -5.47949 0.00
H -3.84160 9.19635 -5.17710 0.00
H -3.41532 8.68000 -6.77143 0.00
H -2.04533 6.34268 -6.00848 0.00
H -3.30335 6.49931 -7.19087 0.00
H -3.26284 4.15191 -6.53617 0.01
H -4.46413 4.72283 -5.57869 0.00
H -2.97759 3.26502 -4.58639 0.01
H -4.23196 5.02737 -3.47983 0.00
H -2.62320 5.70597 -3.15330 0.00
H -3.25513 4.29946 -1.15944 0.01
H -1.79117 3.74623 -1.84209 0.01
H -3.92486 0.70429 -1.41299 0.03
H -4.01441 2.22430 -0.40952 0.01
H -2.48328 1.39518 -0.71564 0.01
C -1.35164 -2.97728 1.03463 0.01
O -0.08074 -2.91833 0.36247 0.00
C -0.00051 -1.86764 -0.61659 0.01
C -0.08385 -0.46554 0.12069 0.01
N 1.22268 0.01911 0.62307 0.00
C 2.22697 0.23649 -0.36959 0.01
C 2.44773 1.64565 -0.76529 0.02
O 3.19649 2.31094 0.30713 0.01
C 3.75361 3.64678 -0.01783 0.01
H -1.30860 -2.49185 2.00962 0.00
H -1.66146 -4.00604 1.21838 0.00
H -2.24928 -2.62283 0.52798 0.01
H -0.69021 -1.95033 -1.45657 0.01
H 0.94778 -2.01865 -1.13240 0.00
H -0.79314 -0.55093 0.94393 0.00
H -0.53683 0.33474 -0.46452 0.01
H 1.70979 -0.63669 1.21701 0.00
H 2.14074 -0.26039 -1.33591 0.00
H 3.11487 -0.10278 0.16393 0.00
H 1.48337 2.09688 -0.99875 0.01
H 3.04811 1.69334 -1.67379 0.01
H 3.07022 4.32449 -0.52947 0.00
H 4.62441 3.59884 -0.67167 0.01
H 4.00553 4.14874 0.91634 0.00
C 0.27803 -2.64675 5.35223 0.01
O 0.81768 -2.44929 3.99701 0.00
C 2.03014 -1.74586 3.82565 0.00
C 3.26622 -2.57846 3.91217 0.00
N 3.28955 -3.64769 2.80435 0.00
C 4.03109 -3.26486 1.57508 0.00
C 5.49514 -3.02262 1.80550 0.00
O 5.80021 -1.56671 1.58154 0.00
C 7.03467 -1.37125 1.00111 0.00
H -0.74350 -2.87528 5.65612 0.00
H 0.36704 -1.72178 5.92197 0.00
H 0.87241 -3.39398 5.87801 0.00
H 2.02954 -0.85937 4.45987 0.00
H 2.03885 -1.19970 2.88240 0.00
H 3.26838 -3.11885 4.85878 0.00
H 4.13645 -1.92251 3.88930 0.00
H 2.31519 -3.87233 2.66200 0.00
H 3.44298 -2.42123 1.21381 0.00
H 3.92735 -3.98590 0.76425 0.00
H 6.04153 -3.61693 1.07314 0.00
H 5.99726 -3.43079 2.68264 0.00
H 7.72238 -1.67584 1.79003 0.00
H 7.14233 -0.29817 0.84298 0.00
H 7.49558 -1.84848 0.13629 0.00


Please write out number 5 again, unchanged.
12
Properties=species:S:1:pos:R:3:nbo_charge:R:1 method="wB97M-V/def2-TZVPD" e_tot_ev=-24357.45977 smiles="C/C=P/O.S" de_lowest_kj_mol=251.8 lumo_energy_ev=0.6420 orbital_gap_ev=9.16 charge=0
C -0.13418 -1.27192 -0.01341 -0.66
C -0.81864 -0.00365 0.00564 -0.69
P -2.50649 0.07237 0.38227 1.00
O -2.97536 1.62217 0.20437 -1.02
H 0.57557 -1.41700 -0.90915 0.21
H 0.48474 -1.48336 0.79950 0.21
H -0.96749 -2.08115 -0.01571 0.21
H -0.25293 0.99592 -0.21306 0.22
H -2.32456 2.44397 0.10393 0.51
S 3.35704 0.92291 0.12650 -0.31
H 2.43110 0.63122 -0.90746 0.15
H 3.13119 -0.43147 0.43658 0.16